{
  "formula": "C34H64BBr10ClF8O5P",
  "method": "the ωB97M-V functional and the def2-TZVPD basis",
  "symbols": ["C", "C", "O", "P", "O", "C", "C", "B", "Cl", "C", "C", "C", "C", "C", "C", "C", "C", "C", "C", "O", "C", "C", "C", "O", "C", "C", "F", "F", "C", "F", "F", "C", "F", "F", "C", "F", "F", "O", "C", "C", "H", "H", "H", "H", "H", "H", "H", "H", "H", "H", "H", "H", "H", "H", "H", "H", "H", "H", "H", "H", "H", "H", "H", "H", "H", "H", "H", "H", "H", "H", "H", "H", "H", "H", "H", "H", "H", "H", "H", "H", "H", "H", "H", "H", "Br", "C", "C", "Br", "H", "H", "H", "H", "Br", "C", "C", "Br", "H", "H", "H", "H", "Br", "C", "C", "Br", "H", "H", "H", "H", "Br", "C", "C", "Br", "H", "H", "H", "H", "Br", "C", "C", "Br", "H", "H", "H", "H"],
  "positions_angstrom": [[-3.5482, 1.0742, -6.9251], [-3.1098, -0.3857, -6.7438], [-1.7361, -0.4860, -6.3230], [-1.4881, -0.6555, -4.7348], [-2.2842, 0.2737, -3.9094], [0.2960, -0.6389, -4.6978], [0.9361, -1.3555, -3.4929], [0.8062, -0.6428, -2.0028], [0.7092, 1.2799, -2.2397], [2.1895, -0.9424, -1.1911], [2.2475, -0.5469, 0.2953], [2.8135, 0.8600, 0.5644], [4.3515, 0.8797, 0.7241], [4.8392, 1.5877, 1.9995], [5.6433, 2.8822, 1.7770], [5.7954, 3.7672, 3.0395], [4.6594, 4.8054, 3.2180], [3.4856, 4.3643, 4.1223], [2.7972, 5.5398, 4.7999], [2.4962, 6.6134, 3.9149], [1.4891, 6.3204, 2.9591], [-0.5217, -1.2189, -1.2120], [-1.4222, -0.1755, -0.6032], [-2.3595, -0.7723, 0.3538], [-3.0631, 0.2172, 1.0337], [-4.5062, -0.1802, 1.3130], [-4.6905, -0.8051, 2.5091], [-5.2378, 0.9710, 1.3851], [-5.2103, -1.0604, 0.2389], [-4.8755, -0.6027, -0.9743], [-6.5392, -0.8672, 0.3642], [-4.9841, -2.6208, 0.3167], [-3.9709, -2.9320, 1.1259], [-6.0936, -3.1672, 0.8578], [-4.7724, -3.2677, -1.0733], [-3.4764, -3.2972, -1.3685], [-5.2079, -4.5557, -1.0166], [-1.9625, -2.1667, -4.4553], [-1.4862, -3.2730, -5.2405], [-1.0454, -4.4286, -4.3362], [-4.4478, 1.2749, -6.3287], [-3.7996, 1.2800, -7.9688], [-2.7602, 1.7494, -6.5785], [-3.7586, -0.8959, -6.0187], [-3.1844, -0.9419, -7.6866], [0.5757, -1.1456, -5.6369], [0.6315, 0.4016, -4.7885], [2.0133, -1.4393, -3.7205], [0.5462, -2.3833, -3.4379], [2.4526, -2.0064, -1.2985], [2.9871, -0.3904, -1.7270], [1.2532, -0.6383, 0.7621], [2.9017, -1.2564, 0.8369], [2.3554, 1.2604, 1.4831], [2.5093, 1.5298, -0.2474], [4.7381, -0.1492, 0.6995], [4.8012, 1.3903, -0.1424], [5.4665, 0.8897, 2.5761], [3.9823, 1.8370, 2.6393], [5.1245, 3.4621, 0.9975], [6.6374, 2.6035, 1.4007], [6.7599, 4.2886, 3.0169], [5.7927, 3.0948, 3.9130], [4.2660, 5.0740, 2.2279], [5.0819, 5.7229, 3.6546], [3.8659, 3.6874, 4.9023], [2.7493, 3.8039, 3.5244], [3.4729, 5.9680, 5.5537], [1.8724, 5.2131, 5.3030], [1.0387, 5.3325, 3.1282], [1.9087, 6.3431, 1.9433], [0.6960, 7.0767, 3.0262], [-1.1274, -1.8292, -1.8940], [-0.1999, -1.8925, -0.3967], [-2.0343, 0.3022, -1.3812], [-0.8412, 0.5921, -0.0713], [-3.1310, 1.1397, 0.4344], [-2.5922, 0.4673, 1.9990], [-5.3182, -2.7467, -1.8660], [-2.3174, -3.5798, -5.8910], [-0.6733, -2.9458, -5.8999], [-1.6573, -5.3239, -4.4962], [0.0059, -4.6914, -4.5061], [-1.1372, -4.1211, -3.2879], [6.0031, -3.8068, -5.4247], [5.0471, -2.4800, -4.3631], [4.7492, -2.9629, -2.9700], [3.2953, -4.2428, -2.9352], [4.1389, -2.2431, -4.9096], [5.6951, -1.6071, -4.3306], [4.4065, -2.1279, -2.3589], [5.6058, -3.4404, -2.5032], [4.8895, 2.1187, 7.0337], [3.7099, 1.6717, 8.5125], [2.2643, 1.9516, 8.1921], [1.8734, 3.8555, 8.2281], [4.0537, 2.2450, 9.3684], [3.8557, 0.6093, 8.6991], [1.6160, 1.4992, 8.9404], [1.9898, 1.5964, 7.2047], [-2.4033, -6.8450, 6.3559], [-3.9039, -5.6594, 6.0099], [-3.5664, -4.2223, 6.3109], [-3.5070, -3.8715, 8.2232], [-4.7327, -6.0236, 6.6090], [-4.1341, -5.7724, 4.9519], [-4.3332, -3.5629, 5.9099], [-2.5961, -3.9390, 5.9129], [-6.2003, 2.3767, -9.1748], [-7.2950, 2.8539, -7.6435], [-7.2800, 4.3370, -7.3797], [-5.6015, 4.9216, -6.6002], [-6.9085, 2.2864, -6.8015], [-8.3037, 2.5209, -7.8790], [-8.0540, 4.5969, -6.6605], [-7.4175, 4.9109, -8.2915], [-0.5084, -2.1849, 4.1215], [1.1982, -2.8117, 3.4286], [2.3524, -2.2838, 4.2458], [2.6868, -0.4135, 3.8571], [1.2479, -2.4958, 2.3900], [1.1604, -3.8977, 3.4833], [3.2722, -2.8091, 3.9971], [2.1614, -2.3644, 5.3128]],
  "forces_ev_per_angstrom": [[-0.2, -0.2, 0.1], [-0.1, 0.0, 0.0], [-0.2, 0.0, -0.1], [-0.4, 0.4, 0.2], [0.2, -0.4, -0.3], [0.2, -0.4, -0.2], [0.2, 0.5, 0.1], [0.0, -0.8, -0.1], [0.0, 0.3, -0.1], [0.3, 0.3, 0.0], [0.2, -0.2, 0.1], [-0.1, 0.0, 0.0], [0.0, 0.2, -0.3], [0.3, 0.1, 0.4], [-0.1, 0.0, 0.0], [-0.5, -0.3, -0.2], [0.0, 0.0, 0.2], [0.2, -0.2, -0.4], [0.0, 0.1, 0.1], [-0.1, -0.1, 0.0], [0.0, 0.0, 0.0], [-0.2, 0.0, 0.2], [-0.2, 0.0, 0.0], [0.1, -0.1, 0.0], [0.1, 0.1, -0.2], [-0.2, -0.1, -0.1], [0.1, 0.0, 0.1], [0.0, 0.0, 0.1], [0.2, -0.2, 0.3], [0.3, 0.1, -0.5], [-0.3, 0.1, 0.0], [-0.1, 0.3, 0.0], [0.4, -0.1, 0.1], [-0.2, -0.1, 0.1], [-0.3, 0.0, -0.2], [0.5, 0.2, -0.1], [-0.1, 0.0, 0.0], [0.1, -0.2, 0.0], [-0.1, 0.0, -0.2], [0.1, 0.0, 0.1], [0.2, 0.0, -0.1], [0.2, 0.1, 0.2], [-0.2, -0.1, -0.1], [0.2, 0.1, -0.1], [0.1, 0.1, 0.2], [0.0, 0.2, 0.1], [-0.2, -0.2, 0.2], [-0.2, -0.1, -0.1], [0.2, 0.2, 0.0], [-0.3, 0.1, 0.1], [0.0, -0.1, 0.1], [0.1, 0.0, -0.2], [-0.2, 0.1, 0.0], [0.1, -0.1, -0.2], [0.0, -0.1, 0.2], [-0.1, 0.2, 0.0], [-0.1, -0.2, 0.1], [-0.2, 0.2, 0.1], [0.1, -0.1, -0.1], [0.3, -0.1, 0.1], [-0.2, 0.1, -0.1], [-0.2, -0.1, 0.0], [0.2, 0.2, -0.1], [0.1, 0.1, 0.2], [-0.1, -0.2, -0.1], [-0.3, 0.2, -0.2], [0.2, 0.0, 0.2], [-0.2, -0.1, -0.1], [0.2, 0.0, 0.0], [0.1, 0.2, 0.0], [-0.1, -0.1, 0.2], [0.2, -0.1, 0.0], [0.0, 0.0, 0.1], [0.0, 0.1, -0.2], [0.3, 0.1, 0.1], [-0.1, -0.1, -0.1], [0.0, -0.2, 0.1], [-0.1, 0.0, -0.1], [0.0, -0.1, 0.1], [0.2, 0.1, 0.1], [-0.1, -0.1, 0.2], [0.1, 0.2, 0.1], [-0.2, 0.0, 0.0], [-0.1, -0.1, -0.2], [0.0, 0.0, 0.0], [0.0, 0.0, 0.0], [-0.1, 0.1, 0.1], [0.1, -0.2, 0.0], [0.0, 0.0, 0.0], [0.0, 0.0, 0.0], [0.0, 0.0, 0.0], [0.0, 0.0, 0.0], [0.0, 0.0, 0.1], [0.1, 0.0, 0.0], [0.0, 0.1, 0.0], [0.0, 0.0, 0.0], [0.0, 0.0, 0.0], [0.0, 0.0, 0.0], [0.0, 0.0, 0.0], [0.0, 0.0, 0.0], [0.0, 0.0, 0.0], [0.0, 0.0, -0.1], [0.0, 0.0, 0.0], [0.0, 0.0, 0.0], [0.0, 0.0, 0.0], [0.0, 0.0, 0.0], [0.0, 0.0, 0.0], [0.0, 0.0, 0.0], [-0.1, 0.0, -0.1], [0.0, -0.1, 0.0], [0.1, 0.0, 0.0], [0.0, 0.0, 0.0], [0.0, 0.0, 0.0], [0.0, 0.0, 0.0], [0.0, 0.0, 0.0], [0.0, 0.0, 0.0], [0.0, 0.0, 0.0], [0.0, -0.1, 0.1], [-0.1, 0.0, -0.1], [0.0, 0.0, 0.3], [0.0, 0.0, 0.0], [0.0, 0.0, 0.0], [0.0, 0.0, -0.1], [0.0, 0.0, 0.0]],
  "lowdin_charge": [-0.0863, -0.2694, -0.2375, 0.5035, -0.2523, -0.2643, -0.2068, -0.9447, 0.5427, -0.2100, -0.2516, -0.2325, -0.2030, -0.2512, -0.2097, -0.1968, -0.1860, -0.1945, -0.2571, -0.2042, -0.1082, -0.1381, -0.2327, -0.1426, -0.1313, -0.3936, 0.1079, 0.0997, -0.3477, 0.1537, 0.1335, -0.3685, 0.1544, 0.1246, -0.2951, 0.1244, 0.0790, -0.2262, -0.2620, -0.0657, 0.0638, 0.0140, 0.0851, 0.1074, 0.1126, 0.0832, 0.0742, 0.0668, 0.0676, 0.0512, 0.0881, 0.0883, 0.0812, 0.0681, 0.0688, 0.1012, 0.1055, 0.1014, 0.0498, 0.1083, 0.1058, 0.0994, 0.0892, 0.1060, 0.1105, 0.0453, 0.1072, 0.1233, 0.0942, 0.0875, 0.0872, 0.0829, 0.0760, 0.1026, 0.1062, 0.1018, 0.1451, 0.1452, 0.1718, 0.1140, 0.1049, 0.0689, 0.0644, 0.0747, 0.5798, -0.6932, -0.6854, 0.6459, 0.0437, 0.0597, 0.0362, 0.0499, 0.6394, -0.6943, -0.6862, 0.6275, 0.0462, 0.0573, 0.0582, 0.0471, 0.5924, -0.6987, -0.7005, 0.5900, 0.0470, 0.0602, 0.0616, 0.0140, 0.6336, -0.6922, -0.7092, 0.6176, 0.0462, 0.0558, 0.0564, 0.0462, 0.6234, -0.6785, -0.6773, 0.7280, 0.0359, 0.0595, 0.0592, 0.0436],
  "charge": -1,
  "e_tot_ev": -791192.01801,
  "orbital_gap_ev": 7.38,
  "e_lumo_ev": 1.67,
  "homo_energy_ha": -0.20992,
  "de_lowest_kj_mol": 0.0
}